C3H6N2 | ωB97M-V/def2-TZVPD

ORCA input file:
```
! RIJCOSX wB97M-V def2-TZVPD def2/J DEFGRID3
* xyz 0 1
C 1.15 0.08 0.01
C -0.29 -0.15 -0.57
N -0.97 -1.34 -0.16
C -0.34 1.08 0.19
N -0.40 2.09 0.88
H 1.91 0.22 -0.75
H 0.75 1.47 0.81
H 1.38 -0.67 0.77
H -0.34 -0.01 -1.65
H -1.96 -1.30 -0.38
H -0.89 -1.47 0.85
*
```

The orbital gap is 8.82 eV. As for the energy: -6183.2225 eV. The calculation puts the energy above the lowest of the compared OMol25 structures with the same formula, charge and spin at 513.5 kJ/mol.

These are the Löwdin partial charges, in e, on atoms 1 to 8: C -0.081; C -0.379; N 0.047; C -0.304; N 0.123; H 0.064; H 0.157; H 0.070